(1)
# C25H21AuCl3O2P

A structure of composition C25H21AuCl3O2P in a non-equilibrium geometry (the ωB97M-V functional and the def2-TZVPD basis, the OMol25 dataset).

As for the energy: -80905.925 eV. The expectation value of S² is 2.01. The value obtained for the HOMO-LUMO gap (spin up / spin down) is 0.2880 / 0.1596 Eh. The calculation puts the LUMO energy (spin up / spin down) at 0.53 / -2.86 eV. The spin multiplicity is 3.

```
53
Properties=species:S:1:pos:R:3:forces:R:3:lowdin_charge:R:1
C -0.972 0.806 4.111 -0.766 -0.330 -0.218 -0.165
C -1.087 1.357 2.800 -1.057 -0.008 0.243 -0.248
C -2.353 0.829 2.229 0.286 -0.462 1.175 -0.324
H -0.502 2.193 2.407 -0.404 -0.253 0.298 0.068
C -2.872 -0.135 3.199 0.513 1.075 -1.207 -0.132
C -2.046 -0.097 4.332 0.875 0.942 -0.113 -0.155
H -2.233 -0.623 5.261 0.122 -0.056 -0.219 0.056
H -0.242 1.100 4.855 0.103 -0.224 -0.258 0.068
H -2.929 1.316 1.452 0.060 -0.149 -0.012 0.079
H -3.771 -0.736 3.074 0.262 0.245 -0.009 0.091
Au -0.813 -0.332 1.146 -0.290 -0.212 0.259 0.623
Cl -0.410 -2.556 0.571 -0.186 -1.036 0.050 -0.066
P 0.122 0.024 -1.008 0.381 0.725 -0.660 0.935
C -1.246 0.344 -2.170 -0.464 0.158 0.000 -0.365
C -1.247 1.423 -3.070 -0.124 -0.245 0.084 -0.075
H -0.428 2.145 -3.066 -0.218 -0.253 -0.034 0.105
C -2.308 1.577 -3.966 -0.008 -0.124 0.161 -0.077
H -2.296 2.411 -4.669 -0.045 -0.221 0.182 0.106
C -3.374 0.672 -3.957 0.223 -0.023 0.103 -0.081
H -4.201 0.799 -4.657 0.220 -0.040 0.188 0.105
C -3.382 -0.390 -3.048 0.086 0.089 -0.008 -0.074
H -4.213 -1.095 -3.036 0.193 0.198 0.008 0.107
C -2.329 -0.550 -2.148 0.085 0.233 -0.127 -0.099
H -2.333 -1.358 -1.414 -0.029 0.114 -0.247 0.078
C 1.127 1.542 -1.125 0.357 0.428 -0.031 -0.358
C 0.739 2.657 -0.359 0.223 -0.166 -0.257 -0.101
H -0.119 2.574 0.310 0.227 0.035 -0.191 0.077
C 1.443 3.855 -0.456 0.016 -0.061 -0.083 -0.077
H 1.132 4.713 0.143 0.102 -0.234 -0.166 0.108
C 2.539 3.961 -1.318 -0.119 -0.231 -0.043 -0.080
H 3.085 4.902 -1.393 -0.142 -0.248 0.022 0.105
C 2.932 2.859 -2.083 -0.161 -0.014 0.184 -0.076
H 3.780 2.936 -2.765 -0.212 -0.012 0.220 0.106
C 2.240 1.649 -1.981 -0.202 0.142 0.185 -0.074
H 2.565 0.789 -2.571 -0.137 0.262 0.171 0.105
C 1.117 -1.210 -1.905 0.296 -0.570 0.080 -0.403
C 0.915 -1.496 -3.263 0.089 0.104 0.180 -0.075
H 0.098 -1.019 -3.811 0.293 -0.124 0.172 0.106
C 1.758 -2.393 -3.925 0.053 0.006 0.222 -0.077
H 1.599 -2.590 -4.986 0.055 0.001 0.319 0.105
C 2.795 -3.022 -3.232 -0.145 0.241 0.020 -0.079
H 3.456 -3.716 -3.752 -0.177 0.177 0.154 0.104
C 2.984 -2.758 -1.870 -0.028 0.033 -0.064 -0.074
H 3.795 -3.245 -1.325 -0.280 0.080 -0.153 0.108
C 2.140 -1.877 -1.203 -0.178 0.165 -0.339 -0.144
H 2.232 -1.723 -0.128 0.110 0.015 -0.265 0.087
Cl 0.115 -0.627 7.276 0.064 -0.380 -0.104 0.684
C 0.157 -2.318 6.900 -0.783 0.042 1.117 -0.989
Cl -1.408 -3.063 6.695 0.563 0.204 -0.007 0.667
C 1.034 -2.501 5.273 0.823 -0.075 -1.882 -0.610
O 1.909 -3.264 5.634 -0.880 0.782 -0.432 0.127
O 0.510 -1.850 4.407 0.704 -1.062 1.665 0.108
H 0.796 -2.887 7.584 -0.346 0.318 -0.332 0.059
```
Forces are in eV/Å.

=====

(2)
# C25H21B3Br45F17O3

A structure of composition C25H21B3Br45F17O3 in a non-equilibrium geometry (the ωB97M-V functional and the def2-TZVPD basis, the OMol25 dataset).

As for the energy: -3232547.031 eV. The value obtained for the HOMO-LUMO gap is 0.3604 Eh. The calculation puts the LUMO energy at -0.35 eV. The spin multiplicity is 1.

```
114
Properties=species:S:1:pos:R:3:forces:R:3:lowdin_charge:R:1
F 6.272 1.237 -0.441 1.272 -0.426 -0.435 0.202
C 5.201 1.962 -0.433 -1.224 0.311 1.601 -0.616
F 4.655 2.066 -1.603 0.027 0.315 -1.614 0.222
F 4.277 1.286 0.312 -0.200 0.195 0.049 0.033
C 5.365 3.371 0.268 0.354 -0.873 -1.071 -0.383
F 5.549 3.140 1.556 0.069 0.782 0.453 0.083
F 4.196 3.960 0.058 -0.768 0.715 0.121 0.172
C 6.548 4.203 -0.310 -0.081 -1.211 0.359 -0.330
F 6.521 4.050 -1.637 -0.225 0.670 -0.510 0.170
F 7.639 3.541 0.100 0.491 -0.039 0.287 0.165
C 6.653 5.672 0.230 0.625 -0.107 0.145 -0.324
F 7.811 5.760 0.884 0.913 -0.131 -0.215 0.171
F 5.746 5.850 1.196 -1.110 0.135 -0.129 0.170
C 6.610 6.868 -0.769 -0.323 1.246 0.370 -0.344
F 7.487 7.777 -0.312 0.217 0.224 0.572 0.163
F 7.012 6.609 -2.008 -0.114 -0.944 -0.418 0.181
C 5.267 7.681 -0.855 0.344 -0.078 -1.262 -0.361
F 5.560 8.669 -1.716 0.287 0.175 -0.732 0.158
F 4.980 8.315 0.261 -0.345 -0.327 1.330 0.193
C 4.052 6.909 -1.459 -0.918 0.354 0.195 -0.350
F 3.602 7.596 -2.513 -0.206 0.530 -0.470 0.166
F 4.410 5.721 -1.968 0.749 -0.641 0.428 0.149
C 2.811 6.744 -0.543 -1.207 -0.589 -0.392 -0.441
F 3.122 6.432 0.731 0.746 0.008 0.184 0.105
F 2.205 7.959 -0.493 0.113 0.449 0.185 0.105
C 1.772 5.743 -1.073 -0.174 -0.319 0.661 -0.053
C 0.928 5.199 0.109 0.239 -0.773 -0.351 -0.046
B -0.311 4.367 -0.403 0.791 -0.219 -0.671 -0.565
O -0.856 3.289 0.287 -0.663 1.132 0.213 0.172
B -2.255 3.272 0.239 -0.524 -0.356 0.298 -0.578
O -2.993 4.030 -0.661 0.922 0.925 1.082 0.121
B -2.240 5.057 -1.223 0.069 -0.593 -0.969 -0.580
O -0.927 4.725 -1.608 -0.436 0.720 1.160 0.201
H 2.223 4.869 -1.549 0.205 0.340 -0.151 0.129
H 1.131 6.253 -1.794 0.203 -0.004 -0.025 0.137
H 0.624 5.998 0.798 -0.103 -0.433 -0.463 -0.004
H 1.536 4.498 0.696 -0.006 0.284 0.063 0.121
H -2.852 2.632 1.036 0.061 -0.067 0.086 0.107
H -2.590 6.183 -1.326 0.033 -0.577 0.020 0.004
C 6.830 0.104 3.913 -0.078 -0.125 0.045 -1.593
Br 7.401 1.613 4.970 -0.033 -0.085 -0.120 0.587
Br 5.534 0.622 2.582 0.392 -0.809 0.889 0.773
Br 8.322 -0.828 3.123 -0.110 0.086 0.027 0.575
H 6.342 -0.589 4.585 0.045 0.026 -0.010 -0.028
C -3.619 9.593 -0.768 -0.081 -0.032 -0.059 -1.588
Br -4.677 10.008 0.790 0.124 -0.064 -0.063 0.590
Br -1.731 9.562 -0.358 -0.087 -0.043 -0.007 0.613
Br -4.181 7.947 -1.597 -0.417 0.670 0.010 0.668
H -3.778 10.387 -1.485 0.027 -0.014 0.043 -0.029
C 4.102 -2.215 0.308 0.035 -0.018 -0.043 -1.621
Br 5.253 -3.431 1.260 0.042 0.233 -0.076 0.563
Br 4.457 -2.225 -1.586 -0.044 -0.012 0.148 0.595
Br 2.239 -2.551 0.692 0.102 0.001 -0.025 0.597
H 4.326 -1.221 0.669 -0.016 -0.048 0.021 -0.100
C -2.391 -0.466 -2.227 -0.113 0.025 -0.058 -1.566
Br -1.835 1.108 -1.252 0.294 -0.896 -0.592 0.850
Br -3.789 -0.067 -3.497 0.095 -0.022 0.100 0.578
Br -0.892 -1.345 -3.059 -0.087 0.099 0.064 0.586
H -2.807 -1.157 -1.506 0.012 0.033 -0.027 -0.025
C -4.891 3.896 -4.665 -0.083 0.020 0.036 -1.575
Br -3.253 4.020 -3.656 -0.108 -0.128 -0.628 0.776
Br -6.304 3.096 -3.628 0.165 0.189 0.087 0.545
Br -5.415 5.603 -5.396 0.037 -0.104 0.087 0.587
H -4.697 3.238 -5.501 0.024 0.033 0.034 -0.025
C -1.599 8.065 3.117 -0.043 0.032 0.025 -1.628
Br 0.172 7.620 2.491 -0.190 0.370 0.381 0.672
Br -2.646 6.481 3.458 0.090 0.086 -0.052 0.592
Br -1.545 9.235 4.647 0.004 -0.118 -0.112 0.583
H -2.091 8.606 2.318 0.037 -0.027 0.033 -0.108
C 7.414 -6.822 1.625 -0.033 -0.027 -0.031 -1.651
Br 7.005 -8.518 2.447 0.136 0.043 -0.240 0.541
Br 8.853 -5.916 2.536 -0.109 -0.057 -0.043 0.567
Br 7.759 -7.002 -0.262 -0.019 0.020 0.158 0.581
H 6.533 -6.200 1.728 0.025 -0.027 -0.026 -0.103
C 1.691 -6.355 1.891 -0.006 0.044 -0.121 -1.609
Br 0.597 -5.911 3.416 0.092 -0.044 -0.080 0.572
Br 3.554 -6.487 2.366 -0.150 -0.147 0.073 0.533
Br 1.065 -7.947 1.002 0.079 0.142 0.132 0.562
H 1.601 -5.539 1.186 0.023 -0.012 0.044 -0.072
C -9.730 0.819 -5.142 -0.030 0.016 0.020 -1.625
Br -8.026 1.003 -6.024 -0.188 -0.170 -0.108 0.551
Br -10.719 -0.701 -5.798 0.077 0.101 0.074 0.569
Br -9.535 0.770 -3.225 0.242 -0.077 -0.113 0.524
H -10.309 1.701 -5.380 0.011 -0.039 0.013 -0.036
C 4.128 -7.121 6.275 -0.040 0.128 -0.058 -1.615
Br 5.859 -7.039 5.433 -0.142 0.011 0.230 0.546
Br 3.048 -8.535 5.539 0.037 -0.060 0.134 0.567
Br 4.251 -7.248 8.197 0.013 -0.052 -0.119 0.594
H 3.627 -6.188 6.049 -0.012 -0.050 0.010 -0.030
C -2.103 -11.194 1.002 -0.012 -0.107 0.014 -1.624
Br -0.483 -11.242 2.046 -0.157 0.003 -0.062 0.564
Br -3.611 -11.890 1.981 0.111 0.088 -0.072 0.578
Br -2.455 -9.425 0.315 -0.007 -0.086 0.031 0.571
H -1.953 -11.841 0.148 -0.013 0.041 0.020 -0.033
C 2.060 -10.797 8.772 0.032 0.031 -0.020 -1.655
Br 0.181 -10.887 8.347 0.138 -0.007 0.036 0.562
Br 2.362 -10.697 10.675 -0.037 -0.012 -0.143 0.561
Br 3.042 -12.252 7.973 -0.086 0.112 0.057 0.558
H 2.440 -9.880 8.340 -0.002 -0.042 0.006 -0.099
C -4.993 -10.467 -2.686 -0.013 0.032 -0.020 -1.632
Br -4.320 -12.263 -2.912 -0.039 0.147 0.049 0.561
Br -4.879 -9.452 -4.321 -0.030 -0.106 0.104 0.560
Br -6.780 -10.461 -1.964 0.151 -0.035 -0.025 0.553
H -4.357 -9.976 -1.961 -0.010 -0.050 -0.012 -0.089
C -8.639 -7.044 -5.342 -0.016 -0.015 0.017 -1.633
Br -9.116 -8.731 -4.539 0.056 0.132 -0.095 0.547
Br -7.206 -6.177 -4.385 -0.094 -0.063 -0.071 0.549
Br -8.232 -7.237 -7.217 0.005 -0.003 0.140 0.566
H -9.505 -6.400 -5.268 0.038 -0.019 -0.010 -0.033
C -13.996 0.702 -2.628 -0.001 -0.042 -0.031 -1.621
Br -12.975 -0.884 -2.229 -0.080 0.111 -0.049 0.555
Br -12.863 2.169 -3.166 -0.223 -0.031 0.018 0.556
Br -15.376 0.355 -3.930 0.125 0.017 0.071 0.572
H -14.489 1.002 -1.713 0.027 0.006 -0.039 -0.031
```
Forces are in eV/Å.

=====

(3)
# C25H21BrN8O4Ti

A structure of composition C25H21BrN8O4Ti in a non-equilibrium geometry (the ωB97M-V functional and the def2-TZVPD basis, the OMol25 dataset).

As for the energy: -139520.986 eV. The expectation value of S² is 2.02. The value obtained for the HOMO-LUMO gap (spin up / spin down) is 0.2704 / 0.2674 Eh. The calculation puts the LUMO energy (spin up / spin down) at -6.22 / -6.44 eV. The spin multiplicity is 3. Its total charge is +2.

```
60
Properties=species:S:1:pos:R:3:forces:R:3:lowdin_charge:R:1
Ti 0.297 0.346 -0.223 0.025 0.505 -0.971 1.156
O -0.071 -2.747 7.022 -0.037 -0.054 -0.193 0.205
C -0.727 -1.819 7.250 0.139 0.010 0.342 -0.428
O -1.360 -0.881 7.494 -0.098 0.046 -0.158 0.210
C -0.501 -0.986 4.297 0.006 -0.080 0.087 0.135
C -0.901 0.280 3.977 -0.129 0.057 -0.107 0.035
C -0.627 0.651 2.659 0.092 0.001 0.291 -0.170
N -0.048 -0.221 1.831 0.389 0.135 -0.373 0.038
C 0.486 -1.374 2.241 0.091 -0.186 0.212 -0.172
C 0.236 -1.846 3.528 -0.046 0.063 -0.054 0.032
C 1.534 -1.917 1.327 -0.057 -0.049 0.240 -0.190
C 2.208 -3.100 1.581 0.066 -0.005 -0.123 0.025
C 3.306 -3.421 0.795 -0.020 -0.013 0.042 -0.005
C 3.694 -2.556 -0.217 -0.011 0.080 -0.038 -0.015
C 2.951 -1.408 -0.430 0.067 -0.061 0.027 -0.092
N 1.896 -1.090 0.324 -0.349 -0.070 0.118 0.019
C -0.670 2.038 2.129 -0.001 -0.052 0.178 -0.205
C -1.357 3.060 2.754 0.024 0.096 -0.072 0.018
C -1.204 4.354 2.267 -0.015 -0.021 0.015 -0.010
C -0.376 4.569 1.180 0.047 -0.043 -0.053 -0.008
C 0.254 3.481 0.590 -0.081 0.065 -0.002 -0.081
N 0.120 2.242 1.055 -0.196 -0.257 -0.067 0.033
H -1.335 0.952 4.705 -0.008 0.012 -0.035 0.128
H 0.642 -2.767 3.923 0.008 -0.003 -0.033 0.124
H 1.900 -3.751 2.386 0.001 0.001 -0.007 0.125
H 3.861 -4.330 0.984 0.001 -0.003 -0.008 0.132
H 4.558 -2.758 -0.835 0.009 -0.018 0.014 0.129
H 3.204 -0.709 -1.217 0.014 0.006 -0.005 0.134
H -1.995 2.860 3.603 0.007 0.010 -0.001 0.125
H -1.721 5.178 2.739 0.001 0.003 -0.001 0.128
H -0.216 5.560 0.780 -0.012 0.008 0.016 0.123
H 0.877 3.592 -0.288 0.019 0.016 -0.008 0.125
Br 3.439 -5.296 -3.882 -0.052 0.056 0.033 0.872
C 2.280 -3.968 -3.262 0.015 -0.059 0.015 -0.680
C 1.399 -4.234 -2.219 0.040 -0.026 -0.039 -0.071
C 0.551 -3.243 -1.792 -0.031 0.049 -0.064 -0.010
N 0.597 -2.010 -2.334 0.086 -0.086 -0.087 -0.081
C 1.436 -1.735 -3.354 -0.038 -0.034 0.071 0.013
C 2.280 -2.706 -3.841 0.011 0.027 -0.040 -0.055
H 1.345 -5.214 -1.767 -0.005 -0.003 -0.002 0.125
H -0.210 -3.377 -1.038 0.007 -0.018 0.016 0.146
H 1.392 -0.728 -3.734 0.007 0.039 -0.034 0.146
H 2.940 -2.467 -4.662 0.001 -0.008 -0.004 0.126
O -0.651 -0.213 -2.836 -0.014 -0.196 0.006 -0.057
N -0.250 -1.072 -1.766 0.045 0.074 0.220 -0.077
C -3.423 3.365 -3.108 -0.031 0.031 -0.026 -0.003
N -2.402 2.533 -2.503 -0.013 0.012 0.002 -0.070
C -1.211 2.106 -3.221 -0.002 -0.104 -0.087 0.004
C -0.613 1.078 -2.264 0.077 0.228 0.135 -0.623
O 0.687 1.341 -1.823 -0.300 -0.269 0.675 -0.193
N -1.508 1.048 -1.073 0.298 0.135 -0.328 0.059
C -2.491 1.881 -1.335 -0.055 -0.063 0.242 -0.407
N -3.511 2.091 -0.479 0.003 0.026 0.009 0.213
H -2.948 4.046 -3.811 0.004 -0.014 -0.003 0.103
H -3.913 3.981 -2.354 -0.001 -0.004 0.002 0.092
H -4.169 2.774 -3.643 0.003 0.005 0.008 0.106
H -0.522 2.933 -3.383 0.031 -0.017 0.009 0.145
H -1.460 1.642 -4.177 -0.030 0.014 0.006 0.148
H -3.632 1.411 0.251 -0.006 0.005 -0.011 0.119
H -4.346 2.550 -0.800 0.007 0.001 0.000 0.107
```
Forces are in eV/Å.

=====

Question: The highest energy belongs to which entry?
Answer: C25H21AuCl3O2P

=====

Question: Among the records above, which one has the lowest energy?
Answer: C25H21B3Br45F17O3

=====

Question: Among the records above, which one has the lowest energy?
Answer: C25H21B3Br45F17O3

=====

Question: What is the formula in the second record?
Answer: C25H21B3Br45F17O3